The following is a quantum chemistry calculation of 2 unconnected molecules or ions with the total composition C2H3ClN2 at a distorted geometry, from OMol25.

The largest force on an atom is 2.35 eV/Å. Its total energy is -17619.7370 eV. As for the multiplicity: 1. Its gap between HOMO and LUMO (spin up / spin down) is 10.6694 / 6.0015 eV. The value obtained for the HOMO energy (spin up / spin down) is -10.8 / -8.9 eV. For the energy relative to the best compared isomer or geometry (same formula, charge and spin), the calculation gives 547.24 kJ/mol.

```
8
C2H3ClN2, DFT the ωB97M-V functional and the def2-TZVPD basis
C 2.3392 -1.8356 -1.2262
C -0.3354 0.1671 0.4315
N 2.7226 -1.6344 -2.3381
N 1.7808 -1.8193 -0.0501
Cl 1.1228 -3.2558 0.5293
H -0.8865 -0.8374 0.4622
H 0.0308 0.4630 -0.5294
H -0.2456 0.9402 1.2066
```

Here are the Löwdin charges for atoms 1 to 5, given in e: -0.44 0.05 0.18 -0.39 0.64